Entry 1:
ORCA calculation (ωB97M-V/def2-TZVPD) on a single C16H16ClN3O4S molecule.

Orbital gap ... 0.3258 Ha
Energy ... -52869.924 eV
LUMO ... 0.0775 eV
SMILES ... O=C(c1ccc(=O)[nH]c1)N1CCN(S(=O)(=O)c2ccc(Cl)cc2)CC1
HOMO level ... -8.8 eV
Net charge ... 0
Energy above the lowest of the compared OMol25 structures with the same formula, charge and spin ... 0.00 kcal per mole

Last column: natural (NBO) charge in e.
CARTESIAN COORDINATES (ANGSTROEM)
O1 -1.212 -2.410 2.154  -0.608
C1 -1.050 -1.871 1.077  0.677
C2 -2.157 -1.143 0.379  -0.245
C3 -2.144 0.278 0.300  -0.138
C4 -3.167 0.951 -0.275  -0.303
C5 -4.310 0.266 -0.833  0.602
O2 -5.260 0.773 -1.395  -0.615
N1 -4.262 -1.121 -0.677  -0.553
C6 -3.252 -1.798 -0.091  0.101
N2 0.140 -1.870 0.430  -0.441
C7 0.330 -1.320 -0.901  -0.231
C8 1.792 -1.488 -1.326  -0.243
N3 2.707 -1.002 -0.326  -0.674
S1 3.320 0.534 -0.523  2.337
O3 3.631 0.679 -1.912  -0.936
O4 4.343 0.697 0.462  -0.929
C9 1.971 1.658 -0.130  -0.364
C10 1.790 2.091 1.170  -0.130
C11 0.722 2.919 1.474  -0.251
C12 -0.145 3.310 0.461  -0.032
Cl1 -1.481 4.332 0.834  0.034
C13 0.054 2.897 -0.852  -0.226
C14 1.119 2.063 -1.142  -0.190
C15 2.446 -1.416 1.042  -0.225
C16 1.306 -2.428 1.083  -0.240
H1 -1.312 0.815 0.734  0.223
H2 -3.179 2.028 -0.328  0.235
H3 -5.071 -1.621 -1.026  0.423
H4 -3.349 -2.872 -0.023  0.221
H5 -0.323 -1.836 -1.616  0.210
H6 0.067 -0.257 -0.910  0.208
H7 1.996 -0.923 -2.235  0.252
H8 2.009 -2.542 -1.525  0.206
H9 2.502 1.801 1.926  0.240
H10 0.562 3.264 2.483  0.239
H11 -0.617 3.226 -1.629  0.240
H12 1.316 1.739 -2.152  0.248
H13 2.178 -0.542 1.645  0.199
H14 3.360 -1.849 1.459  0.220
H15 1.606 -3.363 0.599  0.195
H16 1.022 -2.646 2.115  0.264



Entry 2:
ORCA calculation (ωB97M-V/def2-TZVPD) on 2 unconnected molecules or ions with the total composition C15H16BrN2O6PS.

Orbital gap ... 0.2652 Ha
Energy ... -121245.946 eV
LUMO ... -1.5535 eV
HOMO level ... -8.8 eV
Net charge ... 0

Last column: natural (NBO) charge in e.
CARTESIAN COORDINATES (ANGSTROEM)
O1 -0.636 1.059 0.550  -0.480
C1 -1.389 1.020 -0.343  0.914
N1 -2.138 0.937 -1.316  -0.568
C2 -1.718 -0.265 -2.041  0.108
C3 -0.764 -0.081 -3.044  -0.082
Br1 -0.103 1.670 -3.433  0.117
C4 -0.306 -1.186 -3.744  -0.171
C5 -0.817 -2.425 -3.411  -0.110
C6 -1.778 -2.635 -2.404  -0.105
C7 -2.260 -1.507 -1.684  -0.318
P1 -3.511 -1.729 -0.332  1.784
O2 -2.973 -2.775 0.791  -0.947
O3 -3.721 -0.350 0.515  -0.963
S1 -5.249 -2.225 -1.009  -0.563
C8 -2.191 -4.082 -2.150  0.505
O4 -3.278 -4.455 -1.809  -0.464
C9 -1.104 -5.133 -2.384  -0.240
C10 -0.224 -4.920 -3.344  -0.245
C11 -0.299 -3.652 -4.178  0.540
O5 -0.011 -3.610 -5.340  -0.479
H1 0.458 -1.036 -4.508  0.258
H2 -2.378 -3.421 0.388  0.506
H3 -4.329 0.156 -0.048  0.521
H4 -1.091 -6.016 -1.744  0.241
H5 0.581 -5.639 -3.516  0.239
C12 3.454 3.971 2.013  -0.614
C13 2.105 3.276 1.848  -0.081
C14 1.239 3.288 3.119  -0.075
O6 1.647 2.377 4.125  -0.547
C15 2.744 2.808 4.910  -0.249
N2 2.329 1.913 1.357  -0.831
H6 4.181 3.353 2.539  0.203
H7 3.882 4.196 1.035  0.218
H8 3.349 4.915 2.554  0.202
H9 1.553 3.826 1.079  0.187
H10 0.230 2.975 2.838  0.187
H11 1.149 4.301 3.533  0.161
H12 2.725 3.888 5.081  0.168
H13 3.687 2.516 4.444  0.165
H14 2.685 2.302 5.874  0.189
H15 1.430 1.493 1.141  0.362
H16 2.672 1.361 2.140  0.353